[1]
{
  "formula": "C36H38FN7O3ReS2Si",
  "method": "the ωB97M-V functional and the def2-TZVPD basis",
  "symbols": ["Re", "C", "Si", "C", "C", "N", "C", "C", "C", "C", "C", "C", "F", "H", "H", "H", "H", "H", "H", "H", "H", "H", "H", "H", "H", "H", "O", "C", "C", "C", "C", "C", "C", "C", "O", "N", "N", "C", "S", "C", "C", "S", "H", "H", "H", "H", "H", "H", "H", "H", "H", "N", "C", "C", "C", "C", "C", "N", "C", "H", "H", "H", "H", "C", "N", "N", "C", "O", "C", "C", "C", "C", "C", "C", "C", "C", "C", "H", "H", "H", "H", "H", "H", "H", "H", "H", "H", "H", "H"],
  "coordinates": [[0.555, -0.876, 0.842], [1.058, -2.395, 4.949], [1.309, -1.125, 3.632], [1.644, 0.593, 4.246], [2.583, -1.682, 2.318], [-0.141, -1.111, 2.543], [-1.483, -1.011, 3.025], [-2.095, 0.216, 3.250], [-3.398, 0.258, 3.724], [-4.088, -0.918, 3.982], [-3.485, -2.152, 3.770], [-2.192, -2.173, 3.294], [-1.575, -3.358, 3.089], [2.004, -2.741, 5.373], [0.527, -3.266, 4.559], [0.468, -1.975, 5.766], [1.549, 0.643, 5.331], [0.966, 1.326, 3.807], [2.658, 0.901, 3.984], [3.565, -1.342, 2.658], [2.581, -1.212, 1.302], [2.644, -2.761, 2.181], [-1.545, 1.126, 3.042], [-3.873, 1.214, 3.900], [-5.098, -0.879, 4.367], [-3.993, -3.082, 3.982], [-1.855, 3.859, -0.504], [-0.659, 4.210, -0.002], [-0.331, 5.566, -0.033], [0.882, 5.999, 0.454], [1.810, 5.096, 0.982], [1.500, 3.757, 1.012], [0.268, 3.288, 0.526], [0.001, 1.855, 0.554], [0.973, 1.062, 0.982], [-1.134, 1.377, 0.145], [-1.172, -0.029, 0.167], [-2.349, -0.506, -0.128], [-3.681, 0.554, -0.431], [-4.805, -0.768, -0.957], [-4.477, -2.007, -0.152], [-2.673, -2.205, -0.171], [-1.974, 2.896, -0.394], [-1.056, 6.257, -0.440], [1.115, 7.055, 0.430], [2.756, 5.448, 1.367], [2.200, 3.038, 1.416], [-4.673, -0.935, -2.025], [-5.821, -0.426, -0.768], [-4.906, -2.906, -0.592], [-4.798, -1.917, 0.886], [-0.006, -4.465, -4.413], [0.131, -4.411, -3.275], [0.287, -4.338, -1.849], [0.414, -5.472, -1.052], [0.538, -5.294, 0.313], [0.552, -4.014, 0.832], [0.444, -2.919, 0.063], [0.296, -3.085, -1.259], [0.410, -6.459, -1.495], [0.627, -6.139, 0.980], [0.629, -3.847, 1.897], [0.184, -2.196, -1.861], [2.368, 2.606, -4.272], [2.614, 1.810, -3.079], [1.722, 0.879, -2.617], [2.252, 0.285, -1.521], [1.610, -0.658, -0.909], [3.495, 0.870, -1.278], [3.685, 1.815, -2.274], [4.829, 2.737, -2.503], [0.482, 0.570, -3.262], [-0.620, 1.380, -3.034], [-1.816, 1.074, -3.666], [-1.899, -0.032, -4.501], [-0.788, -0.840, -4.717], [0.416, -0.536, -4.099], [1.299, 2.660, -4.452], [2.860, 2.166, -5.138], [2.748, 3.610, -4.101], [4.175, 0.630, -0.481], [5.664, 2.450, -1.870], [4.551, 3.764, -2.261], [5.158, 2.710, -3.542], [-0.536, 2.240, -2.380], [-2.679, 1.710, -3.514], [-2.829, -0.258, -5.005], [-0.851, -1.697, -5.373], [1.298, -1.142, -4.270]],
  "forces_ev_per_angstrom": [[0.33, 0.25, -0.09], [0.02, -0.10, -0.05], [-0.04, -0.16, -0.11], [0.06, 0.00, -0.01], [-0.14, 0.12, -0.10], [-0.27, -0.06, 0.31], [0.13, -0.08, 0.11], [-0.01, -0.06, -0.06], [0.01, 0.04, -0.01], [-0.05, -0.02, 0.02], [0.00, 0.05, -0.01], [0.04, 0.04, 0.08], [-0.01, -0.01, -0.07], [0.03, 0.06, 0.00], [0.02, 0.00, 0.03], [-0.03, -0.01, -0.01], [-0.01, 0.01, 0.00], [-0.02, -0.03, -0.02], [0.00, 0.01, 0.03], [-0.02, 0.06, 0.05], [0.08, -0.09, 0.02], [-0.01, -0.01, 0.04], [-0.03, 0.01, 0.02], [0.01, 0.00, 0.00], [0.00, 0.00, 0.00], [0.01, -0.01, -0.01], [-0.05, -0.10, -0.02], [0.13, -0.01, 0.03], [-0.03, -0.02, -0.01], [0.03, 0.01, 0.01], [0.00, 0.00, -0.01], [-0.04, -0.01, -0.02], [-0.03, 0.06, -0.04], [0.04, -0.01, -0.04], [-0.14, 0.01, -0.02], [0.01, 0.00, -0.01], [0.18, 0.06, -0.06], [-0.11, 0.00, 0.05], [0.03, 0.00, 0.01], [0.00, -0.01, 0.01], [0.01, 0.00, 0.00], [0.07, -0.05, -0.03], [0.00, 0.03, 0.02], [0.00, 0.00, 0.00], [0.00, 0.00, 0.00], [0.00, 0.00, 0.00], [0.01, 0.01, 0.00], [-0.01, 0.00, 0.00], [0.00, 0.00, -0.01], [-0.01, 0.00, 0.00], [0.00, 0.00, 0.00], [0.01, 0.10, 0.00], [-0.03, -0.14, -0.01], [0.01, 0.11, 0.02], [0.00, -0.01, -0.03], [-0.01, 0.00, 0.03], [-0.04, 0.00, 0.10], [-0.05, 0.16, -0.20], [-0.02, -0.10, 0.04], [0.00, 0.00, 0.00], [0.00, 0.01, 0.01], [0.00, 0.00, 0.01], [0.02, 0.03, -0.01], [0.02, -0.01, -0.04], [-0.05, 0.10, 0.08], [0.05, -0.07, -0.01], [0.00, 0.17, 0.09], [-0.03, -0.28, -0.09], [-0.02, -0.01, -0.04], [-0.01, 0.00, 0.00], [0.00, -0.01, 0.00], [-0.02, -0.01, -0.01], [0.02, 0.03, -0.01], [-0.01, 0.00, 0.00], [0.01, -0.01, -0.01], [-0.01, -0.01, 0.02], [0.01, -0.01, 0.00], [0.01, 0.01, 0.00], [-0.01, -0.01, 0.00], [0.00, 0.00, 0.00], [0.00, 0.00, 0.01], [0.00, 0.01, 0.00], [-0.01, 0.00, 0.00], [0.01, -0.01, 0.00], [-0.01, -0.01, -0.03], [0.00, 0.01, 0.01], [0.00, -0.01, 0.00], [0.00, -0.02, 0.00], [-0.01, 0.00, 0.01]],
  "lowdin_charge": [1.559, -0.138, 0.489, -0.136, -0.161, -0.224, -0.275, -0.022, -0.056, -0.056, 0.006, -0.256, 0.055, 0.053, 0.032, 0.054, 0.048, 0.030, 0.046, 0.069, 0.013, 0.040, 0.117, 0.118, 0.119, 0.132, 0.067, -0.259, 0.006, -0.048, -0.072, -0.025, -0.086, -0.394, -0.206, 0.027, -0.217, -0.874, 1.027, -0.468, -0.459, 1.000, 0.042, 0.129, 0.118, 0.109, 0.112, 0.085, 0.096, 0.095, 0.080, 0.205, -0.151, -0.173, 0.041, 0.005, -0.100, -0.087, -0.100, 0.142, 0.130, 0.100, 0.104, 0.051, -0.022, 0.076, -0.358, -0.207, 0.085, -0.225, 0.014, -0.210, -0.016, -0.058, -0.050, -0.052, -0.009, 0.095, 0.113, 0.106, 0.129, 0.095, 0.101, 0.098, 0.114, 0.114, 0.117, 0.109, 0.131],
  "gap_ha": [0.2510, 0.2449],
  "e_homo_ev": [-12.94, -12.97],
  "charge": 2,
  "total_energy_ha": -3267.2719,
  "spin_multiplicity": 2
}

[2]
{
  "formula": "C29H51N2O4",
  "method": "the ωB97M-V functional and the def2-TZVPD basis",
  "symbols": ["C", "C", "C", "C", "C", "N", "C", "C", "C", "N", "C", "C", "C", "C", "O", "C", "C", "C", "C", "C", "O", "C", "C", "C", "C", "O", "C", "C", "C", "C", "C", "C", "C", "H", "H", "H", "H", "H", "H", "H", "H", "H", "H", "H", "H", "H", "H", "H", "H", "H", "H", "H", "H", "H", "H", "H", "H", "H", "H", "H", "H", "H", "H", "H", "H", "H", "H", "H", "H", "H", "H", "H", "H", "H", "H", "H", "H", "H", "H", "H", "C", "O", "H", "H", "H", "H"],
  "coordinates": [[6.134, 0.669, 2.300], [5.440, -0.403, 3.159], [4.593, -1.395, 2.355], [3.162, -0.899, 2.048], [3.063, -0.246, 0.660], [1.736, -0.396, 0.062], [1.438, -0.645, -1.168], [2.408, -0.817, -2.286], [3.507, 0.243, -2.444], [3.082, 1.607, -2.111], [4.193, 2.493, -1.678], [3.882, 3.315, -0.416], [2.243, 2.141, -3.101], [1.858, 3.595, -2.981], [1.822, 1.434, -3.993], [-0.051, -0.836, -1.317], [-0.220, -2.389, -1.196], [-1.652, -2.941, -1.017], [-1.863, -3.740, 0.288], [-3.265, -3.605, 0.901], [-4.303, -3.415, -0.040], [-0.545, 0.084, -0.167], [-0.431, 1.557, -0.603], [-1.093, 1.881, -1.954], [-1.909, -0.191, 0.452], [-2.963, -0.072, -0.474], [-4.009, 0.758, -0.120], [-4.491, 1.657, -1.056], [-5.570, 2.469, -0.722], [-6.160, 2.382, 0.531], [-5.678, 1.463, 1.454], [-4.604, 0.646, 1.129], [0.521, -0.238, 0.885], [7.138, 0.886, 2.656], [6.226, 0.321, 1.266], [5.558, 1.596, 2.278], [6.193, -0.970, 3.708], [4.803, 0.074, 3.907], [4.507, -2.325, 2.919], [5.099, -1.644, 1.419], [2.477, -1.746, 2.105], [2.875, -0.169, 2.808], [3.269, 0.825, 0.720], [3.781, -0.729, 0.003], [2.913, -1.778, -2.110], [1.847, -0.937, -3.211], [4.349, 0.002, -1.798], [3.870, 0.180, -3.473], [5.067, 1.871, -1.500], [4.452, 3.168, -2.494], [2.818, 3.265, -0.181], [4.119, 4.367, -0.568], [4.441, 2.960, 0.449], [0.931, 3.731, -3.530], [1.703, 3.890, -1.944], [2.634, 4.219, -3.424], [-0.338, -0.552, -2.326], [0.162, -2.780, -2.142], [0.451, -2.776, -0.424], [-2.405, -2.165, -1.127], [-1.816, -3.633, -1.845], [-1.142, -3.398, 1.040], [-1.633, -4.790, 0.098], [-3.467, -4.486, 1.522], [-3.292, -2.752, 1.581], [-4.262, -4.121, -0.693], [-0.862, 2.186, 0.179], [0.629, 1.830, -0.663], [-1.605, 2.842, -1.909], [-0.366, 1.915, -2.765], [-1.841, 1.139, -2.227], [-1.919, -1.198, 0.875], [-2.043, 0.501, 1.290], [-4.056, 1.721, -2.045], [-5.956, 3.170, -1.450], [-6.994, 3.019, 0.792], [-6.154, 1.363, 2.420], [-4.239, -0.081, 1.843], [0.651, 0.591, 1.584], [0.317, -1.152, 1.445], [-6.303, -2.557, 2.920], [-6.710, -1.214, 3.160], [-5.265, -2.635, 3.236], [-6.898, -3.267, 3.500], [-6.363, -2.815, 1.860], [-7.627, -1.127, 2.886]],
  "forces_ev_per_angstrom": [[-0.32, -0.16, -0.12], [0.21, -0.05, -0.18], [-0.33, 0.11, 0.26], [0.26, 0.04, -0.23], [0.04, -0.19, 0.24], [-0.22, -0.04, 0.03], [0.06, 0.14, -0.09], [0.17, -0.54, 0.10], [0.09, 0.02, 0.17], [0.37, 0.00, -0.66], [-0.28, 0.30, 0.29], [-0.15, 0.00, -0.12], [-0.03, -0.08, 0.22], [-0.10, -0.20, 0.03], [-0.14, 0.00, 0.13], [0.51, -0.26, 0.13], [-0.18, 0.14, -0.27], [0.10, -0.29, -0.07], [0.08, 0.33, -0.09], [0.17, -0.25, 0.17], [0.08, 0.07, -0.05], [-0.21, -0.33, -0.15], [0.05, 0.08, -0.24], [-0.06, 0.02, 0.00], [0.02, -0.35, 0.22], [0.24, 0.27, -0.27], [-0.20, -0.06, 0.21], [-0.20, 0.11, -0.11], [0.00, -0.05, 0.04], [0.09, -0.07, 0.04], [-0.03, 0.06, -0.07], [0.01, 0.09, 0.03], [-0.02, 0.74, -0.04], [-0.04, 0.14, 0.06], [0.11, 0.01, 0.02], [0.09, 0.06, 0.01], [0.01, 0.04, -0.02], [0.09, -0.05, 0.09], [0.01, 0.04, 0.01], [0.08, -0.10, 0.03], [-0.02, 0.05, -0.05], [-0.18, -0.15, 0.05], [0.13, -0.01, -0.13], [-0.04, 0.11, -0.09], [-0.04, 0.01, -0.04], [-0.04, 0.16, 0.06], [-0.06, 0.03, 0.00], [-0.07, 0.02, -0.02], [-0.01, -0.05, -0.07], [0.08, -0.06, -0.03], [0.04, -0.05, 0.05], [0.09, -0.01, 0.07], [0.00, 0.01, 0.02], [0.09, 0.08, -0.09], [0.11, 0.05, -0.03], [-0.03, 0.07, 0.02], [-0.33, 0.25, 0.13], [0.17, -0.01, 0.09], [-0.11, -0.02, 0.13], [0.01, 0.09, 0.05], [-0.15, 0.12, -0.03], [-0.03, -0.12, 0.05], [0.01, -0.02, 0.05], [0.01, 0.01, 0.00], [-0.15, 0.12, -0.18], [-0.10, -0.06, 0.02], [-0.03, -0.10, 0.08], [-0.02, 0.01, 0.06], [0.09, 0.01, -0.04], [-0.03, -0.01, 0.01], [-0.01, 0.02, 0.08], [0.01, -0.06, 0.04], [-0.03, 0.05, -0.08], [0.06, -0.07, 0.08], [0.03, 0.00, -0.03], [-0.01, 0.01, -0.05], [0.07, -0.04, 0.00], [-0.08, -0.05, 0.01], [0.13, -0.10, 0.05], [0.02, -0.06, -0.03], [-0.09, 0.09, -0.03], [0.07, -0.08, 0.01], [0.01, 0.00, 0.04], [0.03, -0.01, 0.01], [0.03, -0.01, -0.02], [-0.01, 0.03, 0.00]],
  "lowdin_charge": [-0.095, -0.244, -0.203, -0.153, -0.093, 0.025, -0.127, -0.057, -0.149, -0.061, -0.187, -0.069, -0.493, 0.017, 0.079, -0.127, -0.099, -0.170, -0.173, -0.268, -0.059, -0.339, -0.137, -0.059, -0.143, -0.055, -0.263, -0.012, -0.074, -0.084, -0.070, -0.012, -0.031, 0.074, 0.065, 0.058, 0.106, 0.105, 0.112, 0.106, 0.113, 0.116, 0.126, 0.113, 0.150, 0.126, 0.103, 0.140, 0.113, 0.117, 0.060, 0.082, 0.053, 0.091, 0.077, 0.098, 0.157, 0.122, 0.117, 0.099, 0.116, 0.101, 0.114, 0.120, 0.097, 0.096, 0.128, 0.096, 0.088, 0.052, 0.067, 0.109, 0.146, 0.110, 0.107, 0.104, 0.102, 0.114, 0.156, 0.139, -0.152, -0.129, 0.068, 0.080, 0.074, 0.080],
  "gap_ha": 0.2912,
  "e_homo_ev": -10.78,
  "charge": 1,
  "total_energy_ha": -1545.8348
}

[3]
{
  "formula": "C22H29N3O3",
  "method": "the ωB97M-V functional and the def2-TZVPD basis",
  "symbols": ["C", "C", "C", "C", "C", "C", "C", "O", "C", "C", "C", "C", "N", "O", "C", "O", "N", "C", "H", "C", "N", "C", "H", "C", "H", "H", "H", "C", "C", "H", "H", "C", "H", "H", "C", "H", "H", "C", "H", "H", "H", "H", "H", "H", "H", "H", "H", "C", "H", "H", "H", "H", "H", "H", "H", "H", "H"],
  "coordinates": [[2.549, -3.859, -0.185], [3.062, -3.142, -1.398], [4.209, -2.364, -1.311], [4.711, -1.713, -2.421], [4.086, -1.860, -3.645], [2.938, -2.630, -3.772], [2.418, -3.249, -2.633], [1.256, -4.019, -2.714], [0.061, -3.269, -2.817], [-0.032, -2.213, -1.764], [-0.344, -2.248, -0.437], [-0.158, -0.908, -0.004], [0.232, -0.163, -1.012], [0.315, -0.957, -2.098], [-0.330, -0.505, 1.418], [-0.374, -1.386, 2.266], [-0.415, 0.800, 1.733], [-0.481, 1.930, 0.841], [-0.309, 1.609, -0.184], [-1.843, 2.612, 0.981], [-2.043, 3.047, 2.354], [-2.019, 1.879, 3.220], [-2.161, 2.192, 4.254], [-0.663, 1.183, 3.106], [-0.641, 0.283, 3.722], [0.125, 1.871, 3.427], [-2.818, 1.162, 2.957], [-3.252, 3.848, 2.495], [-3.119, 5.191, 1.743], [-3.631, 5.152, 0.782], [-2.064, 5.394, 1.561], [-3.724, 6.272, 2.653], [-2.935, 6.897, 3.069], [-4.416, 6.919, 2.115], [-4.416, 5.503, 3.778], [-4.495, 6.084, 4.696], [-5.421, 5.207, 3.471], [-3.543, 4.265, 3.941], [-4.041, 3.485, 4.515], [-2.606, 4.532, 4.431], [-4.128, 3.293, 2.107], [-1.873, 3.478, 0.320], [-2.635, 1.907, 0.664], [0.300, 2.641, 1.132], [-0.656, -3.074, 0.165], [-0.746, -3.996, -2.695], [-0.022, -2.784, -3.798], [2.294, -2.801, -5.116], [1.602, -1.982, -5.318], [3.053, -2.795, -5.896], [1.751, -3.743, -5.164], [4.491, -1.375, -4.521], [5.599, -1.104, -2.337], [4.705, -2.271, -0.356], [1.759, -4.552, -0.458], [2.161, -3.149, 0.545], [3.358, -4.414, 0.286]],
  "forces_ev_per_angstrom": [[-0.02, -0.03, 0.02], [-0.19, -0.12, -0.09], [-0.04, 0.01, -0.09], [0.08, 0.04, 0.04], [-0.06, -0.03, 0.05], [-0.11, -0.14, 0.01], [0.16, 0.12, 0.08], [0.53, -0.03, -0.09], [-0.15, 0.26, -0.05], [-0.33, -0.31, 0.88], [0.10, 0.22, -0.70], [0.10, -0.62, -0.87], [0.08, 0.58, 0.56], [-0.02, -0.35, -0.34], [0.11, 0.29, 0.36], [-0.04, -0.26, -0.22], [0.02, 0.06, 0.20], [-0.29, 0.29, -0.52], [-0.03, 0.23, 0.22], [0.34, 0.02, -0.04], [-0.11, -0.06, 0.01], [0.26, -0.03, 0.05], [-0.03, -0.04, 0.00], [-0.24, -0.20, 0.44], [0.03, 0.17, -0.06], [-0.03, -0.03, 0.01], [0.01, 0.01, 0.05], [0.12, 0.11, 0.10], [-0.11, -0.04, -0.11], [0.06, 0.02, -0.07], [0.04, -0.05, -0.08], [-0.13, 0.04, -0.04], [0.00, 0.06, 0.00], [0.04, 0.10, 0.01], [0.12, 0.01, 0.07], [-0.10, 0.00, 0.03], [-0.07, 0.00, 0.03], [-0.26, -0.10, -0.14], [0.07, -0.05, 0.09], [0.11, -0.02, 0.06], [0.05, 0.02, 0.04], [-0.02, -0.01, -0.02], [0.02, 0.05, -0.01], [-0.02, -0.02, -0.08], [-0.04, -0.22, 0.11], [0.05, 0.18, -0.06], [-0.04, -0.12, 0.08], [-0.04, -0.01, 0.05], [-0.08, -0.01, -0.07], [0.00, 0.00, -0.06], [-0.05, -0.01, -0.08], [0.04, 0.04, -0.10], [0.08, 0.05, 0.01], [0.06, 0.00, 0.11], [-0.02, -0.03, 0.11], [-0.05, -0.02, 0.06], [0.03, -0.05, 0.06]],
  "nbo_charge": [-0.642, -0.056, -0.205, -0.206, -0.204, -0.074, 0.325, -0.529, -0.112, 0.282, -0.303, 0.040, -0.116, -0.255, 0.650, -0.625, -0.410, -0.231, 0.256, -0.232, -0.441, -0.229, 0.211, -0.232, 0.249, 0.198, 0.167, -0.036, -0.420, 0.207, 0.216, -0.402, 0.201, 0.209, -0.396, 0.212, 0.196, -0.415, 0.211, 0.205, 0.164, 0.211, 0.164, 0.196, 0.257, 0.216, 0.194, -0.637, 0.218, 0.222, 0.224, 0.208, 0.212, 0.209, 0.228, 0.228, 0.220],
  "smiles": "Cc1cccc(C)c1OCc1cc(C(=O)N2CCN(C3CCCC3)CC2)no1",
  "gap_ha": 0.3534,
  "e_homo_ev": -8.80,
  "charge": 0,
  "total_energy_ha": -1245.6699
}

[4]
{
  "formula": "C2H3N3O3",
  "method": "the ωB97M-V functional and the def2-TZVPD basis",
  "symbols": ["C", "C", "H", "H", "H", "N", "N", "N", "O", "O", "O"],
  "coordinates": [[-1.074, -0.220, -0.006], [1.325, -0.316, 0.054], [0.578, 2.343, -0.366], [-2.511, 1.048, -0.079], [0.979, -2.216, -0.436], [0.161, 0.533, -0.109], [-2.306, -0.014, -0.033], [0.791, -1.564, 0.333], [0.221, 1.829, 0.447], [-0.602, -1.485, 0.253], [2.439, 0.062, -0.057]],
  "forces_ev_per_angstrom": [[2.31, 0.07, 0.98], [-2.38, 1.82, 0.02], [-0.86, -0.78, 2.19], [0.48, -2.27, -0.12], [0.66, -0.06, 0.58], [-0.68, -0.35, 0.67], [0.00, 2.73, -0.03], [0.44, -0.87, -1.23], [0.80, 0.34, -3.06], [-1.73, -0.43, -0.08], [0.95, -0.21, 0.09]],
  "nbo_charge": [0.643, 0.737, 0.488, 0.371, 0.390, -0.248, -0.675, -0.317, -0.509, -0.345, -0.535],
  "smiles": "[H]/N=c1/o[nH]c(=O)n1O",
  "gap_ha": 0.3899,
  "e_homo_ev": -10.26,
  "charge": 0,
  "total_energy_ha": -467.8868
}